ORCA calculation (wB97M-V/def2-TZVPD) on an isolated molecule of C2H3FN4O2.

Each line ends with the natural charge from an NBO analysis.
Cartesian coordinates (Å):
O -0.09910 -1.52111 -3.32164  -0.34
N -0.52551 -0.99051 -2.33697  0.53
O -1.67097 -0.82239 -2.03079  -0.34
C 0.50626 -0.51966 -1.35036  0.07
N 0.70174 -1.55034 -0.36841  -0.13
N 0.24603 -1.26246 0.71566  -0.05
C -0.35878 0.04986 0.74843  -0.20
N -0.12658 0.67809 -0.53826  -0.03
F 0.87413 1.65476 -0.41972  -0.25
H 1.41300 -0.22942 -1.87885  0.25
H -1.43331 -0.07693 0.89592  0.24
H 0.05180 0.63052 1.57483  0.24

Calculated values
SMILES string   O=[N+]([O-])[C@@H]1N=NCN1F
HOMO-LUMO gap   0.378 Eh
Total energy   -547.1559 Ha